A 2-piece molecular cluster, C2H8N3O overall in a non-equilibrium geometry. Source: OMol25; level of theory: ωB97M-V/def2-TZVPD.

Computed properties:
DFT total energy in hartree: -319.7174
Spin multiplicity: 2
⟨S²⟩: 0.791
HOMO-LUMO gap (spin up / spin down) in eV: 8.96 / 4.07
Charge: +2
Energy above the lowest of the compared OMol25 structures with the same formula, charge and spin in kJ/mol: 214.28

```
14
Properties=species:S:1:pos:R:3:forces:R:3:mulliken_charge:R:1
H -0.49055 0.39001 1.45394 -0.964 -0.333 -0.416 0.354
H -1.80385 0.60109 -3.35325 0.489 1.600 -2.016 0.276
C -0.53263 1.04087 -1.69788 -0.401 -3.122 0.054 0.155
H -0.89911 -0.57157 2.83107 -0.278 -0.924 0.222 0.362
O -0.43348 0.61212 -0.48607 0.599 0.097 -1.182 -0.746
H 1.41873 -1.62911 2.45215 -0.178 -0.387 0.611 0.428
H -1.96409 -0.42151 -2.23179 1.119 0.371 0.970 0.291
H 0.92999 -0.04871 0.08412 0.461 1.624 -0.066 0.388
H 0.24147 1.75539 -2.03971 -1.141 0.141 -0.338 0.381
N -1.30958 0.31200 -2.55734 -0.061 0.383 2.579 -0.302
N -0.35251 -0.49590 1.97498 2.241 1.396 -0.039 -0.058
N 1.62662 -0.25316 0.92346 -1.191 -1.081 -1.633 -0.064
C 0.93021 -0.89874 1.83340 -0.666 0.157 1.171 0.198
H 2.63878 -0.39279 0.81291 -0.029 0.080 0.084 0.337
```
Forces are in eV/Å.


An isolated ion of composition C2H8N3O2 and charge +1 in a non-equilibrium geometry. Source: OMol25; level of theory: ωB97M-V/def2-TZVPD.

Computed properties:
DFT total energy in hartree: -395.2635
HOMO-LUMO gap in eV: 10.31
Charge: +1
Energy above the lowest of the compared OMol25 structures with the same formula, charge and spin in kJ/mol: 771.45

```
15
Properties=species:S:1:pos:R:3:forces:R:3:mulliken_charge:R:1
N -1.02479 -0.76862 0.77280 1.560 -0.568 -0.559 -0.320
C 1.06518 -0.47347 -0.36676 3.790 -0.535 -1.125 -0.078
H 0.75586 -0.14370 -1.38715 -0.575 -0.769 0.888 0.266
O 0.20336 -0.17301 0.71229 -1.549 0.714 1.151 -0.198
H 3.01920 0.67409 -0.73179 2.814 -0.003 -3.148 0.432
O -1.95335 1.15361 0.25963 -0.063 0.362 -0.080 -0.541
N -2.08603 0.00527 0.53391 3.004 -0.944 0.168 1.338
H 1.64019 1.41267 -0.02393 0.897 0.483 -0.092 0.310
H -1.01012 -1.76811 1.04713 -0.800 0.895 -0.186 0.268
H 2.69937 0.45637 0.98667 -0.445 -0.433 -1.433 0.283
C 2.29184 0.52564 -0.07415 -5.220 -0.222 4.836 -1.146
H -3.47820 -1.47903 0.75183 0.192 -1.630 0.172 0.256
N -3.23993 -0.53529 0.65575 -2.331 2.285 -0.124 -0.494
H -3.92312 0.21203 0.54907 -0.422 -0.614 0.042 0.299
H 1.43567 -1.53825 -0.26755 -0.852 0.980 -0.510 0.327
```
Forces are in eV/Å.


An isolated ion of composition C2H8N3O2 and charge +1 in a non-equilibrium geometry. Source: OMol25; level of theory: ωB97M-V/def2-TZVPD.

Computed properties:
DFT total energy in hartree: -395.3837
HOMO-LUMO gap in eV: 8.31
Charge: +1
Energy above the lowest of the compared OMol25 structures with the same formula, charge and spin in kJ/mol: 455.82

```
15
Properties=species:S:1:pos:R:3:forces:R:3:mulliken_charge:R:1
O 0.78052 1.83146 0.10038 1.139 2.184 2.467 -0.607
H -0.19193 -1.95993 -0.29186 -1.107 -0.391 0.234 0.175
H 0.80932 2.28243 1.04890 0.060 -1.494 -2.706 0.381
H -1.45028 1.81814 0.05556 0.262 0.591 0.293 0.303
N -1.62007 0.89564 -0.27173 -0.291 0.212 -0.431 -0.125
O -2.92446 0.45411 0.06379 1.056 -1.125 0.554 -0.444
C -0.59575 -0.00170 -0.12984 1.095 -0.453 1.007 0.238
H -3.54749 1.15195 -0.13653 0.023 0.444 -0.493 0.343
H -2.01330 -1.39886 -0.06274 2.655 -0.844 -0.462 0.300
H 2.51044 -0.90516 0.54493 -1.025 1.374 -1.192 0.374
N -0.94067 -1.29619 -0.13476 -2.111 0.431 -0.244 -0.400
N 2.04325 -0.22903 -0.14973 -0.959 0.861 -0.386 -0.389
C 0.69355 0.47439 0.17437 -1.423 -0.709 0.168 0.112
H 2.02571 -0.58379 -1.12136 0.095 -0.563 0.613 0.363
H 2.56948 0.65033 -0.29141 0.531 -0.516 0.577 0.375
```
Forces are in eV/Å.


An isolated ion of composition C2H8N3O2 and charge +1 in a non-equilibrium geometry. Source: OMol25; level of theory: ωB97M-V/def2-TZVPD.

Computed properties:
DFT total energy in hartree: -395.3642
HOMO-LUMO gap in eV: 10.78
Charge: +1
Energy above the lowest of the compared OMol25 structures with the same formula, charge and spin in kJ/mol: 507.12

```
15
Properties=species:S:1:pos:R:3:forces:R:3:mulliken_charge:R:1
O 2.80612 -0.10820 0.02597 0.049 -0.935 -2.253 -0.433
H -1.94458 1.22968 -0.28981 0.264 1.829 -0.751 0.360
N 0.69235 1.40247 -0.08518 0.546 3.205 -1.477 -0.421
N -0.76899 -0.45629 -0.00911 0.257 0.528 -0.645 0.173
H 1.76194 -1.60395 -0.61007 -0.466 0.130 -0.340 0.286
C -2.07379 0.22551 -0.07067 1.386 -0.865 3.718 -0.963
H -2.71319 -0.25453 -0.69023 -1.648 -1.440 -2.374 0.342
C 0.40173 0.15044 -0.15459 1.685 -5.844 1.066 0.546
H -0.74902 -2.19757 0.79945 -0.005 0.075 0.031 0.371
N 1.64788 -0.86532 0.07559 -2.869 2.654 -0.354 -0.124
H 2.76328 0.31951 0.84101 0.623 1.211 2.467 0.357
O -0.78826 -1.85761 -0.11054 0.129 1.089 0.039 -0.404
H -2.54399 0.17430 0.93147 0.334 0.046 -0.346 0.326
H 1.53687 1.68709 -0.67308 -1.186 -0.505 1.382 0.327
H -0.02836 2.15449 0.01978 0.904 -1.178 -0.163 0.255
```
Forces are in eV/Å.